{
  "formula": "C13H17CaIN2",
  "method": "ωB97M-V/def2-TZVPD",
  "energy_ev": -43271.7200,
  "homo_lumo_gap_ha": [0.1799, 0.2483],
  "de_lowest_kcal_mol": 109.62,
  "charge": 0,
  "spin_multiplicity": 1,
  "species": ["C", "C", "H", "H", "H", "H", "H", "H", "Ca", "C", "H", "H", "H", "I", "C", "C", "C", "C", "N", "C", "C", "C", "C", "C", "C", "N", "H", "H", "H", "H", "H", "H", "H", "H"],
  "positions_angstrom": [[1.089428, 1.836898, -2.815980], [0.811543, -2.675196, -0.776110], [0.147900, 2.341222, -3.087906], [1.327775, 1.025188, -3.518111], [1.869582, 2.610019, -2.899065], [-0.200401, -2.913689, -0.321886], [0.854928, -2.774027, -1.864894], [1.646818, -3.042446, -0.121674], [0.904414, -0.277639, -1.556684], [3.242630, -0.201810, 0.204362], [3.604342, -1.107551, 0.719098], [3.169179, 0.609252, 0.935993], [3.930042, 0.092542, -0.593152], [1.056555, 2.502700, -0.505728], [0.560397, -0.961601, 3.560209], [-0.767877, -0.703614, 3.875093], [-1.662915, -0.322940, 2.864827], [-1.157085, -0.229580, 1.524275], [0.149729, -0.479876, 1.220717], [0.960569, -0.796940, 2.240809], [-2.043867, 0.127222, 0.393619], [-3.384565, 0.471897, 0.593502], [-4.191608, 0.759597, -0.510028], [-3.625909, 0.710130, -1.800068], [-2.286750, 0.363256, -1.927950], [-1.514475, 0.073376, -0.868012], [1.297783, -1.304235, 4.304713], [-1.159665, -0.802469, 4.909246], [-2.709566, -0.133734, 3.028523], [2.008698, -0.892798, 1.932021], [-3.778656, 0.496605, 1.603772], [-5.243576, 1.020599, -0.356264], [-4.230638, 0.928267, -2.681011], [-1.802029, 0.308334, -2.915043]],
  "forces_ev_per_angstrom": [[0.010, 1.455, -1.632], [-0.268, 0.207, 1.324], [0.280, -0.523, -0.138], [0.100, -0.353, -0.432], [-0.236, -0.663, -0.485], [1.189, 0.360, -0.766], [0.233, -0.966, 0.068], [-0.745, 0.127, -1.215], [-0.183, -0.331, 2.058], [1.217, -0.185, 0.479], [-0.348, 0.087, -0.563], [-0.500, -0.061, -0.393], [-0.242, -0.107, -0.185], [-0.123, 0.849, 2.196], [0.106, -0.054, 0.138], [-1.010, 0.041, 0.340], [1.560, -0.210, -1.473], [0.909, -0.485, 1.239], [-1.386, 0.657, 1.022], [0.269, 0.060, -0.831], [0.010, -0.044, -1.379], [0.058, -0.010, -0.558], [0.549, -0.067, -0.228], [-0.509, 0.055, 0.439], [-0.027, -0.062, 0.724], [-0.480, 0.089, 0.397], [-0.552, 0.362, -0.382], [0.461, 0.034, -0.788], [0.040, -0.027, 0.417], [-0.625, -0.260, 0.415], [-0.098, 0.099, -0.326], [0.432, -0.091, -0.175], [0.213, -0.054, 0.263], [-0.305, 0.073, 0.429]]
}

{
  "formula": "C13H17ClCrO",
  "method": "ωB97M-V/def2-TZVPD",
  "energy_ev": -56747.3284,
  "homo_lumo_gap_ha": [0.1560, 0.1789],
  "charge": -1,
  "spin_multiplicity": 4,
  "species": ["C", "C", "C", "H", "C", "C", "H", "H", "H", "H", "Cr", "Cl", "C", "C", "C", "H", "C", "C", "H", "H", "H", "H", "C", "C", "C", "O", "H", "H", "H", "H", "H", "H", "H"],
  "positions_angstrom": [[-0.645223, 3.007864, -1.270747], [-1.419843, 1.844405, -1.595207], [-0.517919, 0.741505, -1.825444], [-2.482631, 1.818495, -1.892525], [0.838739, 1.237610, -1.549577], [0.725299, 2.644425, -1.232585], [1.578844, 3.301285, -1.176360], [-1.038205, 4.014755, -1.271466], [-0.822666, -0.247623, -2.178644], [1.793647, 0.711352, -1.641892], [-0.351609, 1.140265, 0.272150], [-1.819250, 1.678140, 1.866900], [-1.994047, -1.945996, 1.252674], [-1.024783, -2.547190, 0.398892], [-1.562152, -2.581043, -0.922936], [-0.054514, -2.922711, 0.696896], [-2.851731, -1.969715, -0.889778], [-3.114951, -1.576632, 0.457444], [-4.007998, -1.072588, 0.814313], [-1.884193, -1.788880, 2.319059], [-1.066580, -2.999020, -1.791080], [-3.511210, -1.830397, -1.738070], [3.147045, -0.503986, 0.322746], [1.815794, -0.474192, 1.121530], [1.816702, 0.710065, 2.066998], [0.708503, -0.444568, 0.268902], [3.467680, 0.512755, 0.066126], [3.051203, -1.081222, -0.602608], [3.944770, -0.935120, 0.938764], [1.766867, -1.443959, 1.672306], [2.011085, 1.711677, 1.650890], [0.882361, 0.791707, 2.621534], [2.620966, 0.498537, 2.770795]],
  "forces_ev_per_angstrom": [[-0.166, -0.729, -0.431], [0.839, -0.044, -1.030], [0.903, 1.269, -0.112], [0.698, -0.023, 0.826], [-1.185, 0.902, -1.103], [-0.571, -1.433, -0.824], [-0.059, 0.091, 0.527], [0.011, -0.093, 0.562], [0.219, 0.232, 0.645], [-0.791, 0.130, 0.131], [0.263, -0.875, -0.590], [0.093, 0.109, 0.320], [0.229, -0.214, -0.915], [-1.331, -0.167, -0.332], [-0.204, 0.311, 0.900], [-0.013, 0.012, -0.001], [0.520, -0.017, 0.692], [0.568, -0.216, -0.452], [0.073, -0.063, -0.045], [-0.021, 0.063, -0.027], [-0.016, 0.009, -0.057], [-0.056, -0.032, 0.004], [-0.062, 0.164, 0.221], [-0.168, -0.356, -1.037], [0.330, -0.220, 0.900], [0.061, 0.901, 0.908], [-0.069, -0.047, -0.091], [-0.078, -0.039, 0.247], [-0.049, -0.023, -0.104], [-0.036, 0.619, 0.141], [0.110, -0.383, -0.474], [-0.083, -0.228, 0.188], [0.044, 0.396, 0.412]]
}